# 1
C40H50FN2OP2SSi2W as an isolated structure in a non-equilibrium geometry, computed with the ωB97M-V functional and the def2-TZVPD basis.

Values from the calculation:
Net charge = +3
Total energy = -97009.7715 eV
Energy above the lowest of the compared OMol25 structures with the same formula, charge and spin = 0.000 eV
LUMO level = -9.27 eV
Max |F| = 1.10 eV/A

Atoms and positions in Å:
W  0.30442  -0.90409  1.18542
C  3.21830  -1.82309  -1.41401
Si  3.45628  -1.52812  0.40989
C  3.09756  -3.00913  1.50879
C  5.14204  -0.87018  0.79992
N  2.17371  -0.30481  0.94747
P  1.89279  1.24393  0.39035
C  0.23982  0.80037  0.08097
P  -1.41761  1.15508  0.42563
N  -1.55229  -0.38982  1.11732
Si  -3.15496  -1.37762  1.09129
C  -2.88993  -2.93150  2.08232
C  -4.42749  -0.30511  1.90474
C  -3.51225  -1.71662  -0.71200
C  -1.81161  2.44655  1.57662
C  -1.90664  3.76028  1.09930
C  -2.19894  4.78659  1.97860
C  -2.40268  4.50966  3.32761
C  -2.30964  3.20957  3.79976
C  -2.01159  2.17457  2.92553
C  -2.39542  1.38781  -1.04132
C  -3.65252  1.99835  -0.98034
C  -4.42193  2.11044  -2.12580
C  -3.93913  1.62711  -3.33577
C  -2.68589  1.03266  -3.40699
C  -1.91657  0.91073  -2.26337
C  2.83330  1.71176  -1.03572
C  4.10751  2.26559  -0.87141
C  4.85391  2.60852  -1.98462
C  4.32312  2.42717  -3.25723
C  3.04798  1.90378  -3.42394
C  2.30099  1.54333  -2.31442
C  2.17071  2.40404  1.70942
C  1.61323  3.68052  1.62459
C  1.87050  4.60727  2.61917
C  2.69995  4.27260  3.68367
C  3.27538  3.01189  3.75839
C  3.01400  2.07299  2.77191
H  3.68014  -2.76972  -1.70443
H  3.70708  -1.03718  -1.99230
H  2.16911  -1.84037  -1.71838
H  3.57972  -3.90464  1.10717
H  2.04886  -3.27844  1.67268
H  3.53152  -2.83601  2.49609
H  5.87549  -1.49790  0.28644
H  5.36376  -0.90708  1.86677
H  5.30067  0.14800  0.44686
H  -3.15841  -2.76216  3.12559
H  -1.86601  -3.31214  2.10156
H  -3.53111  -3.72565  1.69452
H  -4.12935  0.01110  2.90445
H  -5.33272  -0.91003  2.01817
H  -4.70087  0.57040  1.32013
H  -2.61558  -1.81180  -1.32859
H  -4.11093  -0.92015  -1.15476
H  -4.07917  -2.64624  -0.79490
H  -1.76990  3.97969  0.04644
H  -2.28545  5.80133  1.61482
H  -2.64607  5.31443  4.00826
H  -2.48024  2.99940  4.84678
H  -1.94150  1.15996  3.29665
H  -4.02393  2.40400  -0.04779
H  -5.39110  2.58765  -2.07952
H  -4.53818  1.72657  -4.23107
H  -2.31062  0.67477  -4.35582
H  -0.93968  0.44421  -2.31506
H  4.50622  2.45198  0.11922
H  5.84000  3.03541  -1.86404
H  4.90463  2.71240  -4.12379
H  2.63803  1.78639  -4.41745
H  1.30569  1.13589  -2.44057
H  0.99216  3.96190  0.78196
H  1.43735  5.59648  2.56112
H  2.90647  5.00373  4.45357
H  3.92857  2.76229  4.58315
H  3.45956  1.08747  2.83757
C  0.28851  -5.20866  0.57127
S  -0.57479  -3.91412  -0.29412
C  0.08183  -4.10588  -1.93660
O  0.12956  -2.58118  0.19084
H  -0.16084  -6.14463  0.23135
H  0.08863  -5.08990  1.63528
H  1.35376  -5.18249  0.35280
H  -0.27794  -5.06906  -2.30435
H  1.16935  -4.07648  -1.91009
H  -0.33135  -3.30843  -2.55145
F  -2.98468  -2.37816  7.09240
C  -2.13149  -1.94841  6.17030
C  -1.51226  -2.87327  5.34936
C  -0.62211  -2.40695  4.39516
C  -0.35863  -1.04713  4.24634
C  0.64276  -0.59042  3.24066
C  -0.97896  -0.14808  5.11683
C  -1.87042  -0.59023  6.07848
H  -1.70787  -3.92714  5.49098
H  -0.08071  -3.13187  3.78976
H  1.55967  -1.20510  3.31312
H  0.97073  0.44887  3.35886
H  -0.74274  0.90765  5.05743
H  -2.34271  0.08706  6.77666

Results of the Löwdin charge analysis, in e, for atoms 1 through 8:
1. W 1.646
2. C -0.152
3. Si 0.449
4. C -0.165
5. C -0.139
6. N -0.399
7. P 0.809
8. C -0.455



# 2
A 2-piece molecular cluster, C3HF3O overall in a non-equilibrium geometry, computed with the ωB97M-V functional and the def2-TZVPD basis.

Values from the calculation:
Total energy = -13322.6659 eV
Energy above the lowest of the compared OMol25 structures with the same formula, charge and spin = 3.763 eV
LUMO level = -1.08 eV
Max |F| = 3.79 eV/A

Atoms and positions in Å:
C  -1.96893  0.10114  -0.08417
C  0.27826  -0.81266  -0.79880
C  0.87779  0.26070  0.04478
O  -2.96187  0.61239  0.07141
F  0.53020  0.41228  1.28298
F  2.15150  -0.42686  0.16705
F  1.17804  1.42270  -0.57436
H  -0.08499  -1.56968  -0.10888

natural (NBO) analysis output, partial charges in e:
1. C 0.556
2. C -0.081
3. C 0.803
4. O -0.454
5. F -0.298
6. F -0.347
7. F -0.305
8. H 0.126



- What is the max |F| in the first record?
  1.10 eV/A